(1)
Entry from OMol25: a cluster of 2 separate species, C15H25BINO6P in total (ωB97M-V/def2-TZVPD).

The geometry in XYZ format:
```
50
Properties=species:S:1:pos:R:3:forces:R:3:mulliken_charge:R:1
C 4.740729 -2.102856 -2.432081 -0.6 -0.3 0.6 0.88
H -4.774993 3.294925 3.888336 -0.6 -0.6 -1.1 0.34
H -2.041497 -3.318117 2.837169 1.8 0.3 0.3 0.31
H 2.498874 2.261263 -2.152093 -0.8 -1.5 0.6 0.37
C 4.885261 -2.892161 -3.705902 -0.3 -0.3 0.1 -1.11
H 2.562526 0.355250 1.958672 -1.8 -0.8 -0.5 0.23
H -0.742132 -3.024239 4.149069 -0.2 -0.1 -1.9 0.33
O -6.146769 0.306529 -1.856183 1.0 -1.4 1.7 -0.17
O -4.352190 0.637019 3.343577 2.0 2.7 -0.8 -0.52
C -0.332232 -1.946605 2.152226 1.7 2.2 -1.0 0.38
O -5.321493 0.502773 0.090196 3.4 2.2 1.7 -0.18
H -2.875695 -1.057267 -1.080031 0.4 1.8 0.2 0.43
H -3.434118 0.370020 3.614292 -1.3 -0.4 -0.4 0.32
H -0.408299 -4.182283 2.728850 -0.7 1.7 0.3 0.31
C 0.396280 2.933647 -0.272162 -0.3 -0.5 0.6 -0.83
H 0.914851 3.953677 -0.227792 -0.7 -1.5 -0.4 0.41
H 2.761032 0.482962 -1.765003 -1.4 1.0 0.2 0.08
H 5.584502 -0.221635 -3.005794 0.2 -0.1 -0.1 0.31
C 1.967658 1.312178 -1.754902 0.2 1.0 -0.4 -1.00
C -1.118323 -1.368776 0.918007 2.1 1.0 0.7 -0.68
H -2.133682 1.159973 1.871850 -0.9 0.7 -1.2 0.17
C 5.697999 -0.962099 -2.210872 -0.2 0.1 0.4 -1.14
C 1.431296 1.687032 -0.289923 -0.3 -0.2 0.4 0.13
C 1.549721 -0.124891 1.713940 -2.8 -1.6 -0.9 -0.77
H 4.130594 -3.681189 -3.730156 0.1 0.1 0.0 0.30
O -4.881813 3.053802 2.932208 2.2 -1.7 0.0 -0.50
O -1.238364 0.382099 -1.091022 -1.4 -1.0 1.9 -0.29
H 6.723452 -1.336465 -2.185663 0.0 0.1 -0.2 0.42
N -5.551411 -0.295020 -1.025738 -1.9 -0.2 -3.7 0.15
C -2.956591 1.821535 1.438970 -1.0 0.8 0.4 -0.17
H 5.476053 -0.484921 -1.253589 0.0 -0.1 -0.1 0.26
I -4.145904 3.201686 -1.545586 0.2 -1.2 0.9 0.18
C -0.620076 -0.184061 0.063345 3.7 -1.3 3.9 0.82
C 1.055152 -1.330246 2.562175 -2.9 1.4 -3.5 -0.67
H 2.345691 2.028915 0.325884 -1.4 -0.8 -0.8 0.51
H -2.925780 0.304419 -2.293043 0.4 -0.2 1.8 0.52
H -0.205685 2.851303 0.713551 0.9 0.2 -1.5 0.01
H 1.627128 -1.789583 3.440626 -0.9 1.0 -1.5 0.33
H 4.735580 -2.238130 -4.567668 0.2 0.0 0.0 0.31
C -2.628729 0.067442 -1.198388 -0.1 -1.2 -2.0 -0.60
H 5.874468 -3.352893 -3.747652 0.0 0.2 -0.2 0.33
H -2.097642 -1.887705 0.660148 1.5 0.7 0.5 0.09
H -2.634921 2.917302 1.271972 -0.3 -1.9 -0.2 0.31
O 3.881127 -2.377247 -1.610949 0.5 0.3 -0.5 -0.56
H -0.355196 2.843842 -1.133686 1.2 0.4 1.1 0.17
C -0.910766 -3.182885 3.018031 -0.1 0.2 -0.5 -1.20
C 0.757206 0.451011 0.486882 -0.4 -2.1 1.5 0.60
H 1.124107 1.092562 -2.514076 1.3 0.1 1.4 0.23
B -4.135049 1.878582 2.607994 -1.5 -0.5 1.9 0.42
P -3.751933 1.189526 -0.138018 0.0 1.1 0.3 0.39
```
Forces are in eV/Å.

As for the molecular weight: 484.056 g mol⁻¹. The spin multiplicity is 1. The calculation puts the HOMO energy at -11.05 eV. The value obtained for the LUMO energy is -4.9 eV. The HOMO-LUMO gap is 0.22733 Eh. The largest force on an atom comes out at 5.51 eV/A. The total energy is -47788.850 eV. As for the total charge: +1.



(2)
Entry from OMol25: an isolated molecule of C5H7NO (ωB97M-V/def2-TZVPD).

The geometry in XYZ format:
```
14
Properties=species:S:1:pos:R:3:forces:R:3:mulliken_charge:R:1
O -1.213425 -2.119597 0.368446 -0.3 -0.1 -0.1 -0.53
H -0.474054 1.604010 1.162792 -2.2 -0.2 1.9 0.46
H -1.145577 0.469291 -1.532832 0.1 0.0 0.1 0.51
H 0.430312 2.479770 -0.531756 0.0 -0.4 0.1 0.30
C 0.617335 -0.468508 0.607699 0.5 -0.3 0.3 -0.23
H -1.864706 -2.399987 -0.285644 0.1 0.0 0.2 0.32
C -0.474904 0.615871 0.745203 1.5 1.6 -0.7 -0.50
H 1.379473 -0.758376 1.332422 0.0 0.0 -0.1 0.49
H 0.336336 -1.910935 -1.030511 -0.2 0.1 0.2 0.44
N 0.967995 0.352871 -0.640668 0.6 -0.4 -0.7 -0.57
C -0.541237 0.091304 -0.705294 -0.3 0.1 -0.5 -0.20
C 0.753141 1.624589 0.086562 0.4 -0.3 -0.5 -0.50
H 1.568702 1.936093 0.761627 -0.3 -0.3 -0.2 0.30
C -0.248144 -1.354710 -0.278927 0.1 0.1 0.0 -0.28
```
Forces are in eV/Å.

As for the molecular weight: 97.117 g mol⁻¹. The spin multiplicity is 1. The calculation puts the HOMO energy at -7.86 eV. The value obtained for the LUMO energy is 0.9 eV. The HOMO-LUMO gap is 0.32066 Eh. The largest force on an atom comes out at 2.96 eV/A. The calculation puts the energy above the lowest of the compared OMol25 structures with the same formula, charge and spin at 676.8 kJ/mol. The total energy is -8829.188 eV. As for the total charge: 0.



(3)
Entry from OMol25: a structure of composition C20H21BBrN7O7PdS2 (ωB97M-V/def2-TZVPD).

The geometry in XYZ format:
```
60
Properties=species:S:1:pos:R:3:forces:R:3:mulliken_charge:R:1
H -0.263344 3.569631 3.414697 0.0 0.0 0.0 0.41
C 5.146156 -0.835967 1.930118 0.0 0.0 0.0 -0.34
C -4.170282 -1.258980 -2.449993 0.0 0.1 0.0 -0.40
H 1.133946 -0.233249 4.853017 0.0 0.0 0.0 0.43
H 1.842402 0.986833 0.142531 0.9 0.0 0.1 0.51
C -3.805071 -2.561026 -2.501716 0.0 0.0 -0.1 -0.55
H 0.516035 -5.593699 -2.393093 0.0 0.0 0.0 0.51
N 7.132187 -0.853444 3.392991 0.1 0.0 0.0 1.07
C 4.342021 -2.873279 0.947007 0.0 0.0 0.0 -0.62
H -3.897501 1.319404 -2.118025 0.0 0.0 0.0 0.33
H 0.886688 2.236143 5.188853 0.0 0.0 0.0 0.41
H -0.966089 -3.967349 -3.578915 0.0 0.0 0.0 -0.14
C 0.664492 0.391655 4.107336 0.0 0.0 0.0 -0.95
C 1.186830 -4.973689 -0.385979 0.0 0.0 0.0 -0.38
C 4.236438 -1.501626 1.121924 -0.1 0.0 0.1 0.20
C 5.350914 -3.558103 1.596516 0.0 0.0 0.0 -0.01
C -0.104215 2.507416 3.309593 0.0 -0.1 0.1 -0.57
N -0.375678 0.553704 1.962282 0.4 -0.3 -0.4 -0.09
O 8.002937 -1.517273 3.916846 0.0 0.0 0.0 -0.63
C 6.289369 -2.926964 2.389294 0.0 0.0 0.0 -0.53
S -0.291232 -0.936821 -2.293907 0.3 0.0 -0.3 -0.47
C -2.902910 0.916783 -2.292103 0.0 0.0 0.0 -0.51
N 5.414531 -5.025902 1.464014 0.1 0.0 -0.1 0.96
H 1.462807 -2.598943 1.727320 0.0 0.0 -0.1 -0.07
H 0.288276 -1.222841 2.731511 0.0 0.0 0.0 0.46
C -0.540553 1.850065 2.173747 -0.2 0.1 -0.2 0.29
H 2.058688 -5.538430 -0.104266 0.0 0.0 0.0 0.53
H -4.401254 -3.453306 -2.550682 0.0 0.0 0.0 0.47
H 7.078578 -3.474238 2.880600 0.0 0.0 0.0 0.61
C 0.524080 1.756906 4.289130 0.0 0.1 0.0 -0.24
C 0.208133 -0.164844 2.929555 0.0 0.0 0.1 0.06
O 7.003010 0.346369 3.515069 0.0 0.0 0.0 -0.62
N 0.647046 -4.008872 0.424219 0.0 0.0 0.1 0.32
C -0.418875 -3.452982 -0.197697 0.1 0.1 -0.1 0.20
C 1.152838 -3.640782 1.731371 0.0 0.0 0.0 -0.79
C 3.078108 -0.764647 0.466248 0.2 -0.3 -0.5 0.27
Br -1.502600 2.835507 0.878814 0.1 0.0 0.1 -0.11
H -2.392170 -4.854980 -2.477474 0.0 0.0 0.0 -0.19
H 1.431627 1.360641 -1.361194 0.1 -0.1 0.0 0.28
H -5.137156 -0.789668 -2.447215 0.0 0.0 0.0 0.45
O 6.418560 -5.585303 1.846325 -0.1 0.0 0.0 -0.61
N -3.005960 -0.527279 -2.409009 0.0 0.1 0.0 0.28
O 2.891573 0.424143 0.854976 0.4 -0.3 0.6 -0.86
O 4.450958 -5.585294 0.973712 0.0 0.0 0.0 -0.57
N -0.567370 -4.058157 -1.378285 -0.1 -0.1 0.0 0.19
H -2.255584 1.167059 -1.453298 0.0 0.0 0.0 0.00
H 2.013608 -4.268591 1.948875 0.0 0.0 0.0 0.41
C 6.159109 -1.560063 2.534360 0.0 0.0 0.0 -0.18
H 5.052492 0.229216 2.082688 0.0 0.0 0.0 0.65
N -2.434322 -2.621696 -2.495459 0.0 0.0 0.1 0.01
C -1.959343 -1.375155 -2.425067 -0.1 0.0 0.1 -0.14
O 2.439086 -1.389225 -0.394660 0.0 0.1 0.3 -0.64
H -2.488320 1.343599 -3.203313 0.0 0.0 0.0 0.29
H 0.388955 -3.796699 2.491515 0.0 0.0 0.0 0.40
H 3.633679 -3.381502 0.307852 0.0 0.0 0.0 0.89
S -1.362992 -2.166940 0.511524 -0.1 -0.1 0.0 -0.56
C 0.428869 -4.994317 -1.505428 0.0 0.0 0.0 -0.87
O 1.111299 1.371667 -0.452816 -1.6 0.3 -0.7 -0.74
B -1.611168 -3.938011 -2.562617 0.0 0.0 0.0 0.61
Pd -0.195287 -0.312074 -0.109164 -0.4 0.4 0.6 0.88
```
Forces are in eV/Å.

As for the molecular weight: 732.700 g mol⁻¹. The spin multiplicity is 1. The calculation puts the HOMO energy at -8.40 eV. The value obtained for the LUMO energy is -0.8 eV. The HOMO-LUMO gap is 0.27949 Eh. The largest force on an atom comes out at 1.74 eV/A. The calculation puts the energy above the lowest of the compared OMol25 structures with the same formula, charge and spin at 32.7 kJ/mol. The total energy is -141711.796 eV. As for the total charge: 0.